{
  "formula": "C14H24N6O2S",
  "method": "wB97M-V/def2-TZVPD",
  "total_charge": 0,
  "gap_ev": 9.404,
  "largest_force_ha_per_bohr": 0.0313,
  "energy_ha": -1425.05980,
  "smiles": "CCCCn1nnnc1SCC(=O)NNC(=O)C1CCCCC1",
  "species": ["S", "O", "O", "N", "N", "N", "N", "N", "N", "C", "C", "C", "C", "C", "C", "C", "C", "C", "C", "C", "C", "C", "C", "H", "H", "H", "H", "H", "H", "H", "H", "H", "H", "H", "H", "H", "H", "H", "H", "H", "H", "H", "H", "H", "H", "H", "H"],
  "coordinates": [[2.101, 1.990, 1.644], [-0.429, 0.512, 2.595], [0.746, -3.620, 0.861], [0.289, 1.303, -1.656], [-0.518, -2.067, 1.849], [1.026, 0.111, -0.034], [0.858, 2.136, -0.782], [0.642, -1.447, 2.322], [0.393, 0.128, -1.197], [-4.004, -1.830, 0.338], [2.367, 3.997, -1.294], [-2.761, -1.341, -0.398], [-3.625, -2.718, 1.520], [-0.345, -3.093, 0.973], [1.320, 1.368, 0.236], [-2.783, -3.907, 1.061], [1.979, 0.517, 2.712], [4.273, 3.878, -2.938], [0.610, -0.114, 2.522], [-1.566, -3.541, 0.198], [-1.921, -2.515, -0.893], [0.941, 3.556, -0.960], [2.859, 3.412, -2.617], [-4.532, -3.098, 1.995], [1.461, -1.954, 1.994], [-2.489, -3.038, -1.667], [4.308, 4.962, -3.020], [0.605, 4.036, -0.036], [-4.591, -0.979, 0.687], [2.842, 2.322, -2.567], [-4.625, -2.403, -0.354], [-3.095, -2.133, 2.273], [-3.423, -4.558, 0.459], [-1.233, -4.455, -0.307], [-2.451, -4.482, 1.927], [2.183, 3.715, -3.419], [0.258, 3.804, -1.776], [-3.056, -0.742, -1.262], [-2.175, -0.684, 0.247], [2.380, 5.087, -1.347], [-1.004, -2.137, -1.349], [2.093, 0.895, 3.728], [2.789, -0.168, 2.466], [4.964, 3.571, -2.156], [3.033, 3.693, -0.483], [4.608, 3.451, -3.880], [-1.298, -1.422, 1.786]],
  "lowdin_charge": [1.00, 0.05, 0.07, 0.06, 0.12, 0.05, -0.12, 0.08, -0.02, -0.20, -0.20, -0.21, -0.20, -0.45, -0.62, -0.15, -0.34, -0.11, -0.59, -0.23, -0.15, -0.15, -0.27, 0.11, 0.14, 0.12, 0.07, 0.12, 0.11, 0.11, 0.11, 0.10, 0.12, 0.15, 0.12, 0.11, 0.13, 0.11, 0.09, 0.12, 0.10, 0.09, 0.08, 0.07, 0.09, 0.07, 0.11]
}

=====

{
  "formula": "C4H5NO2",
  "method": "wB97M-V/def2-TZVPD",
  "total_charge": 0,
  "gap_ev": 10.928,
  "largest_force_ha_per_bohr": 0.0161,
  "energy_ha": -360.49886,
  "relative_energy_ev": 4.641,
  "smiles": "O[C@@H]1O[C@]12[C@@H]1CN12",
  "species": ["O", "O", "N", "C", "C", "C", "C", "H", "H", "H", "H", "H"],
  "coordinates": [[0.205, 1.833, -0.849], [-0.639, 1.268, 1.493], [-0.427, -1.170, 0.857], [-0.797, 1.334, -0.113], [0.880, -0.522, 0.367], [0.138, -1.486, -0.458], [-0.390, 0.223, 0.696], [0.908, 1.153, -0.694], [-1.787, 1.693, -0.369], [1.794, -0.688, 0.922], [-0.392, -1.137, -1.348], [0.508, -2.503, -0.504]],
  "lowdin_charge": [0.06, 0.10, 0.13, -0.17, -0.09, -0.10, -0.55, 0.10, 0.16, 0.13, 0.12, 0.11]
}

=====

{
  "formula": "C45H43ClGaNO3PS",
  "method": "wB97M-V/def2-TZVPD",
  "total_charge": 1,
  "gap_ev": 7.919,
  "largest_force_ha_per_bohr": 0.0126,
  "energy_ha": -5145.41547,
  "species": ["Ga", "Cl", "S", "P", "O", "O", "O", "N", "C", "C", "C", "C", "C", "C", "C", "C", "C", "C", "C", "C", "C", "C", "C", "C", "C", "C", "C", "C", "C", "C", "C", "C", "C", "C", "C", "C", "C", "C", "C", "C", "C", "C", "C", "C", "C", "C", "C", "C", "C", "C", "C", "C", "C", "H", "H", "H", "H", "H", "H", "H", "H", "H", "H", "H", "H", "H", "H", "H", "H", "H", "H", "H", "H", "H", "H", "H", "H", "H", "H", "H", "H", "H", "H", "H", "H", "H", "H", "H", "H", "H", "H", "H", "H", "H", "H", "H"],
  "coordinates": [[-0.318, 0.032, -0.135], [1.747, 0.109, -7.253], [-1.255, -2.333, 1.895], [1.886, 0.191, 0.998], [0.624, 0.987, -1.583], [-0.966, -1.147, -1.700], [-0.283, -1.886, 0.815], [0.132, 2.512, 0.260], [2.020, -0.633, 2.610], [1.109, -0.231, 3.589], [-1.603, -4.602, 0.265], [1.165, -0.782, 4.857], [-1.737, -2.790, 4.934], [2.124, 1.927, 1.517], [-2.405, -3.139, 6.097], [-0.833, -5.132, -1.956], [1.819, 1.532, -3.525], [3.158, 2.288, 2.382], [-4.632, 0.735, 2.870], [2.081, 1.325, -4.854], [1.417, 0.313, -5.568], [-1.555, -4.319, -1.096], [3.285, 3.588, 2.835], [-5.334, 1.729, 0.665], [2.110, -1.760, 5.147], [0.245, -0.306, -3.559], [-1.535, -5.368, 5.924], [-3.269, 0.429, 0.871], [-4.656, 0.533, 1.347], [2.942, -1.635, 2.891], [4.638, -0.023, 0.321], [-0.693, -1.151, -2.908], [-2.310, -4.432, 6.591], [1.181, 2.888, 1.148], [2.332, 4.533, 2.480], [0.879, 0.737, -2.835], [3.050, -0.987, -1.203], [-0.242, -6.559, -0.120], [-2.121, 0.372, 0.493], [4.075, -1.289, -2.085], [-0.867, -5.019, 4.759], [-0.965, -5.746, 0.741], [-5.410, -0.759, 1.003], [5.380, -0.941, -1.776], [-2.321, -3.671, 1.188], [-0.964, -3.730, 4.249], [-0.161, -6.243, -1.467], [0.515, -0.490, -4.931], [3.314, -0.313, -0.011], [5.661, -0.335, -0.559], [-0.223, -3.358, 2.991], [2.984, -2.194, 4.163], [1.275, 4.178, 1.662], [4.887, 0.434, 1.265], [2.320, 2.318, -2.974], [0.645, -2.733, 3.204], [-0.696, 3.081, 0.399], [2.414, 5.549, 2.842], [-2.094, -3.461, -1.472], [0.427, 2.649, -0.706], [-5.332, 1.604, -0.418], [6.179, -1.150, -2.475], [3.621, -1.977, 2.120], [0.402, -6.878, -2.140], [-0.004, -1.275, -5.469], [-6.367, 1.813, 1.005], [6.683, -0.099, -0.293], [-2.729, -4.171, 2.068], [2.151, -2.190, 6.139], [-4.999, -1.605, 1.557], [2.800, 1.947, -5.370], [4.112, 3.858, 3.478], [-1.457, -6.375, 6.312], [-5.649, 0.827, 3.253], [-4.079, 1.639, 3.126], [-0.797, -4.904, -3.014], [2.036, -1.284, -1.439], [-1.063, -6.020, 1.785], [3.852, -1.794, -3.016], [-0.259, -5.756, 4.246], [-4.811, 2.655, 0.904], [-1.229, -1.877, -3.536], [0.357, 0.515, 3.346], [-3.113, -3.130, 0.671], [0.520, 4.912, 1.407], [0.111, -4.228, 2.431], [0.472, -0.454, 5.622], [3.703, -2.971, 4.386], [-1.815, -1.781, 4.551], [-3.004, -2.401, 6.615], [-2.845, -4.708, 7.490], [-6.464, -0.657, 1.265], [-4.149, -0.113, 3.359], [-5.340, -0.973, -0.065], [0.249, -7.444, 0.262], [3.838, 1.538, 2.757]],
  "lowdin_charge": [0.36, 0.69, 1.02, 1.16, -0.14, -0.01, -0.55, 0.05, -0.36, -0.10, -0.27, -0.07, -0.07, -0.26, -0.07, -0.07, 0.02, -0.08, -0.04, -0.07, -0.67, -0.04, -0.06, -0.05, -0.07, -0.13, -0.07, -0.10, -0.62, -0.07, -0.08, -0.12, -0.08, -0.29, -0.06, -0.31, -0.09, -0.07, -0.01, -0.06, -0.04, -0.05, -0.05, -0.06, -0.22, -0.28, -0.08, -0.05, -0.32, -0.06, -0.25, -0.07, -0.02, 0.10, 0.13, 0.05, 0.11, 0.11, 0.11, 0.10, 0.09, 0.11, 0.11, 0.11, 0.12, 0.09, 0.11, 0.11, 0.12, 0.07, 0.12, 0.11, 0.11, 0.09, 0.09, 0.10, 0.09, 0.11, 0.11, 0.11, 0.09, 0.15, 0.12, 0.09, 0.12, 0.09, 0.11, 0.11, 0.09, 0.11, 0.11, 0.09, 0.08, 0.09, 0.11, 0.10]
}

=====

{
  "formula": "C4H8NO2S",
  "method": "wB97M-V/def2-TZVPD",
  "total_charge": 1,
  "gap_ev": [7.185, 7.290],
  "largest_force_ha_per_bohr": 0.0891,
  "energy_ha": -760.11837,
  "relative_energy_ev": 5.372,
  "species": ["S", "O", "O", "N", "C", "C", "C", "C", "H", "H", "H", "H", "H", "H", "H", "H"],
  "coordinates": [[3.644, 0.246, 0.257], [3.388, -1.143, -0.116], [1.059, 0.670, -0.317], [-1.868, 0.259, 0.157], [0.561, -0.649, 0.269], [-0.833, -0.953, -0.276], [2.230, 1.086, 0.042], [-1.335, 1.507, -0.186], [-1.115, 1.542, -1.226], [1.160, -1.526, 0.014], [-1.155, -1.848, 0.119], [0.482, -0.708, 1.285], [-0.567, 1.986, 0.468], [-0.919, -0.756, -1.287], [-2.051, 0.290, 1.130], [-2.681, -0.005, -0.334]],
  "lowdin_charge": [0.94, -0.55, -0.15, 0.04, -0.08, 0.04, -0.35, 0.10, 0.09, 0.13, 0.12, 0.11, 0.12, 0.11, 0.16, 0.16]
}